*a*
{
  "formula": "C4H12N2",
  "method": "ωB97M-V/def2-TZVPD",
  "species": ["N", "N", "C", "C", "C", "C", "H", "H", "H", "H", "H", "H", "H", "H", "H", "H", "H", "H"],
  "xyz": [[0.708, -0.377, 0.162], [-2.055, -0.254, -0.317], [-1.167, 0.492, 0.184], [-0.639, 2.089, -0.636], [1.010, -0.745, 1.541], [0.748, -1.477, -0.794], [-1.864, -0.560, -1.270], [0.859, 0.568, -0.268], [-0.088, -2.163, -0.623], [1.674, -2.039, -0.677], [-1.402, 2.798, -0.313], [0.331, 2.525, -0.373], [-0.729, 1.922, -1.711], [0.195, -1.349, 1.953], [-1.316, 0.811, 1.210], [1.132, 0.156, 2.140], [1.927, -1.332, 1.592], [0.678, -1.065, -1.799]],
  "smiles": "[H]/N=C\\C.CNC",
  "e_homo_ev": -7.85,
  "spin_multiplicity": 1,
  "gap_ev": 8.77,
  "charge": 0
}

*b*
{
  "formula": "C4H12N2",
  "method": "ωB97M-V/def2-TZVPD",
  "species": ["N", "N", "C", "C", "C", "C", "H", "H", "H", "H", "H", "H", "H", "H", "H", "H", "H", "H"],
  "xyz": [[1.180, -1.237, 1.027], [-2.387, 0.091, -0.656], [-1.667, 0.421, 0.567], [1.743, 0.020, -1.098], [-0.181, 0.687, 0.358], [0.656, -0.540, -0.178], [2.213, -1.292, 0.893], [1.159, -0.546, 1.782], [-0.116, 1.535, -0.308], [-3.316, 0.572, -0.735], [2.300, 0.872, -0.732], [-2.226, -0.923, -0.799], [-2.096, 1.277, 1.131], [1.560, 0.171, -2.159], [0.338, 1.093, 1.237], [-0.064, -1.138, -0.737], [-1.658, -0.288, 1.401], [2.562, -0.775, -0.993]],
  "smiles": "C[C@@H](N)CCN",
  "e_homo_ev": -9.07,
  "spin_multiplicity": 1,
  "gap_ev": 10.23,
  "charge": 0
}

*c*
{
  "formula": "C4H12N2",
  "method": "ωB97M-V/def2-TZVPD",
  "species": ["N", "N", "C", "C", "C", "C", "H", "H", "H", "H", "H", "H", "H", "H", "H", "H", "H", "H"],
  "xyz": [[-0.752, -0.362, 2.303], [0.033, 1.097, -1.021], [0.093, 0.267, 1.266], [-0.634, -1.255, -0.571], [1.341, 0.709, -1.520], [-0.613, 0.193, -0.077], [-0.208, -0.607, 3.117], [2.001, 0.440, -0.693], [-1.650, 0.491, 0.047], [-1.058, -1.354, -1.579], [0.363, -1.694, -0.580], [0.287, 1.309, 1.509], [1.366, -0.126, -2.228], [-1.501, 0.252, 2.595], [-0.590, 1.282, -1.796], [1.779, 1.579, -1.999], [-1.273, -1.922, 0.000], [1.018, -0.301, 1.227]],
  "smiles": "CN[C@@H](C)CN",
  "e_homo_ev": -8.61,
  "spin_multiplicity": 1,
  "gap_ev": 9.78,
  "charge": 0
}

Which of them is most stable? Easy: *c*.

*a*
{
  "formula": "C4H12N2",
  "method": "ωB97M-V/def2-TZVPD",
  "species": ["N", "N", "C", "C", "C", "C", "H", "H", "H", "H", "H", "H", "H", "H", "H", "H", "H", "H"],
  "xyz": [[0.816, 1.317, -0.286], [-0.057, -0.775, 1.111], [-0.210, 2.200, -0.821], [1.308, -1.646, -0.737], [-1.419, -0.932, 1.588], [0.108, -0.907, -0.201], [-0.759, -0.922, -0.890], [1.543, -1.291, -1.745], [-1.122, 1.640, -1.038], [-1.954, 0.030, 1.557], [-0.444, 2.984, -0.097], [1.067, -2.709, -0.811], [0.109, 2.647, -1.765], [-1.414, -1.270, 2.628], [0.587, 0.975, 0.698], [2.167, -1.511, -0.075], [1.688, 1.817, -0.121], [-2.013, -1.648, 1.003]],
  "smiles": "C/C=N/C.CN",
  "e_homo_ev": -8.47,
  "spin_multiplicity": 1,
  "gap_ev": 9.62,
  "charge": 0
}

*b*
{
  "formula": "C4H12N2",
  "method": "ωB97M-V/def2-TZVPD",
  "species": ["N", "N", "C", "C", "C", "C", "H", "H", "H", "H", "H", "H", "H", "H", "H", "H", "H", "H"],
  "xyz": [[-1.042, -0.280, -1.249], [-1.359, -2.020, 0.399], [-2.021, -0.957, -0.411], [2.361, 1.191, -0.522], [0.445, 1.062, 1.267], [1.734, 1.122, 0.824], [-1.413, -0.230, -2.201], [-0.148, -0.676, -1.512], [2.484, 1.067, 1.644], [-0.106, 2.001, 1.225], [3.454, 1.097, -0.410], [0.097, 0.331, 2.001], [2.246, 2.139, -1.055], [-2.573, -0.357, 0.318], [2.027, 0.357, -1.119], [-2.071, -2.751, 0.478], [-2.857, -1.300, -1.062], [-1.259, -1.795, 1.384]],
  "smiles": "C=CC.NCN",
  "e_homo_ev": -7.58,
  "spin_multiplicity": 1,
  "gap_ev": 8.44,
  "charge": 0
}

Which of them is most stable? Easy: *a*.

*a*
{
  "formula": "C4H12N2",
  "method": "ωB97M-V/def2-TZVPD",
  "species": ["N", "N", "C", "C", "C", "C", "H", "H", "H", "H", "H", "H", "H", "H", "H", "H", "H", "H"],
  "xyz": [[-0.851, -1.256, 1.206], [1.688, 0.250, -1.225], [1.484, 1.386, -0.328], [1.880, 0.526, -2.438], [-1.777, -0.704, 2.162], [-1.069, -0.900, -0.200], [0.859, 1.061, 0.502], [-2.763, -1.075, 1.856], [1.001, 2.224, -0.835], [2.329, -0.147, -3.119], [-0.473, -1.675, -0.673], [-1.859, 0.391, 2.164], [-0.909, 0.145, -0.453], [2.460, 1.701, 0.027], [0.130, -1.248, 1.439], [-1.613, -1.064, 3.174], [-2.125, -1.119, -0.389], [1.606, 1.503, -2.867]],
  "smiles": "C=NC.CNC",
  "e_homo_ev": -8.33,
  "spin_multiplicity": 1,
  "gap_ev": 9.42,
  "charge": 0
}

*b*
{
  "formula": "C4H12N2",
  "method": "ωB97M-V/def2-TZVPD",
  "species": ["N", "N", "C", "C", "C", "C", "H", "H", "H", "H", "H", "H", "H", "H", "H", "H", "H", "H"],
  "xyz": [[2.230, -1.206, 1.622], [-0.906, 0.266, 0.379], [-1.407, 0.074, -0.959], [0.547, 0.275, 0.632], [0.840, -1.160, 1.122], [-1.094, 1.137, -1.993], [-1.596, 0.862, -2.919], [0.703, -1.834, 0.299], [-2.507, 0.077, -0.813], [0.873, 1.063, 1.321], [1.049, 0.478, -0.348], [0.069, -1.401, 1.893], [-0.046, 1.244, -2.255], [-1.215, 2.188, -1.666], [-1.340, 1.043, 0.854], [-1.143, -0.904, -1.357], [2.429, -1.922, 2.301], [2.513, -0.278, 1.887]],
  "smiles": "CCNCCN",
  "e_homo_ev": -8.46,
  "spin_multiplicity": 1,
  "gap_ev": 9.62,
  "charge": 0
}

*c*
{
  "formula": "C4H12N2",
  "method": "ωB97M-V/def2-TZVPD",
  "species": ["N", "N", "C", "C", "C", "C", "H", "H", "H", "H", "H", "H", "H", "H", "H", "H", "H", "H"],
  "xyz": [[1.668, 0.202, -1.234], [-1.087, 0.238, -0.704], [-0.143, 0.914, 0.288], [-2.261, -0.168, 0.045], [1.136, -1.179, 0.700], [1.281, 0.246, 0.171], [-0.502, 0.642, 1.285], [-3.009, 0.629, -0.048], [0.202, -1.548, 0.268], [-2.011, -0.588, 1.028], [-2.742, -0.986, -0.500], [1.964, 0.773, 0.839], [1.014, -1.202, 1.780], [0.895, -0.092, -1.816], [2.109, 1.033, -1.594], [-0.048, 2.009, 0.196], [1.927, -1.850, 0.390], [-0.392, 0.927, -1.093]],
  "e_homo_ev": -8.24,
  "spin_multiplicity": 1,
  "gap_ev": 9.36,
  "charge": 0
}

Which of them is most stable? Easy: *b*.

*a*
{
  "formula": "C3H11NO2",
  "method": "ωB97M-V/def2-TZVPD",
  "species": ["O", "O", "N", "C", "C", "C", "H", "H", "H", "H", "H", "H", "H", "H", "H", "H", "H"],
  "xyz": [[3.727, 0.788, -0.363], [1.813, 0.102, 1.924], [-2.096, -0.148, -0.054], [-1.420, -0.095, -1.228], [-0.553, 0.863, -1.731], [-2.114, -1.229, 0.886], [-1.257, -1.313, 1.623], [-2.974, -1.209, 1.590], [1.304, -0.318, 1.229], [-2.178, 0.815, 0.337], [3.888, 1.572, 0.211], [0.050, 0.670, -2.635], [2.682, -0.055, 1.438], [-0.414, 1.835, -1.213], [2.895, 0.982, -0.745], [-1.127, -1.133, -1.630], [-2.225, -2.126, 0.361]],
  "smiles": "C=CNC.O.O",
  "e_homo_ev": -8.12,
  "spin_multiplicity": 1,
  "gap_ev": 8.82,
  "charge": 0
}

*b*
{
  "formula": "C3H11NO2",
  "method": "ωB97M-V/def2-TZVPD",
  "species": ["O", "O", "N", "C", "C", "C", "H", "H", "H", "H", "H", "H", "H", "H", "H", "H", "H"],
  "xyz": [[1.648, 1.919, 0.502], [2.043, -0.175, -1.794], [-0.477, -1.189, -0.718], [-1.023, -0.522, 0.483], [-0.860, -1.083, 1.689], [-2.164, 0.522, 0.190], [0.367, -0.809, -1.141], [-2.117, 1.534, 0.581], [-2.041, 0.580, -0.926], [0.815, 1.457, 0.702], [-3.084, 0.009, 0.375], [1.918, 0.259, -0.906], [-0.418, -2.089, 1.781], [1.357, 2.828, 0.624], [-1.388, -0.537, 2.445], [-0.445, -2.190, -0.500], [2.986, -0.308, -1.909]],
  "smiles": "C=C(C)N.O.O",
  "e_homo_ev": -8.69,
  "spin_multiplicity": 1,
  "gap_ev": 9.34,
  "charge": 0
}

Which of them is most stable? Easy: *b*.

*a*
{
  "formula": "C3H11NO2",
  "method": "ωB97M-V/def2-TZVPD",
  "species": ["O", "O", "N", "C", "C", "C", "H", "H", "H", "H", "H", "H", "H", "H", "H", "H", "H"],
  "xyz": [[0.298, -1.081, 0.450], [2.736, -1.333, -1.157], [-1.937, -0.182, -1.144], [-0.589, -0.001, 0.789], [-1.039, 0.736, -0.380], [-0.025, 1.166, 1.803], [0.630, -0.905, -0.457], [-1.508, -0.339, 1.245], [-1.465, -0.432, -2.027], [-0.865, 1.819, 2.032], [0.456, 0.765, 2.690], [2.629, -1.899, -1.923], [0.720, 1.574, 1.140], [-1.904, -1.206, -0.884], [-1.630, 1.633, -0.075], [3.721, -1.428, -1.049], [-0.227, 1.114, -1.053]],
  "smiles": "C[C@H](O)CN.O",
  "e_homo_ev": -9.42,
  "spin_multiplicity": 1,
  "gap_ev": 9.90,
  "charge": 0
}

*b*
{
  "formula": "C3H11NO2",
  "method": "ωB97M-V/def2-TZVPD",
  "species": ["O", "O", "N", "C", "C", "C", "H", "H", "H", "H", "H", "H", "H", "H", "H", "H", "H"],
  "xyz": [[-1.861, -0.461, 2.802], [0.860, -0.173, 0.404], [0.106, -0.603, -1.779], [-1.323, -0.344, -1.667], [1.013, 0.142, -0.938], [1.441, 0.726, 1.317], [-1.246, -0.513, 2.036], [-1.918, -1.179, -2.073], [0.909, 1.239, -1.050], [1.454, 0.230, 2.302], [-2.050, -1.399, 3.034], [0.390, -0.575, -2.766], [2.477, 0.982, 1.038], [2.059, -0.123, -1.185], [-1.544, 0.563, -2.253], [-1.627, -0.171, -0.621], [0.859, 1.659, 1.400]],
  "smiles": "CNCOC.O",
  "e_homo_ev": -8.86,
  "spin_multiplicity": 1,
  "gap_ev": 9.79,
  "charge": 0
}

Which of them is most stable? Easy: *b*.